No. 1
The following is a DFT calculation (wB97M-V/def2-TZVPD) of a molecular structure, C51H67BCdF3N6O2S5Sb.

Results
Relative energy (zero: lowest compared OMol25 entry of this formula, charge and spin) ... 0.7455 eV
Total charge ... +2
E_HOMO ... -12.6 eV
HOMO-LUMO gap ... 7.18 eV
F_max ... 1.37 eV Å⁻¹

Positions of all 137 atoms, in Å:
Cd 1.573 -0.428 0.820
C -0.554 -2.776 -3.187
C -1.349 -1.698 -2.550
C -2.320 -1.014 -3.216
C -3.048 0.010 -2.554
N -2.811 0.303 -1.308
N -1.877 -0.370 -0.625
B -1.828 -0.100 0.867
N -2.106 -1.338 1.673
N -3.256 -1.866 1.233
C -3.713 -2.975 1.725
C -2.966 -3.683 2.709
C -1.782 -3.175 3.160
C -0.917 -3.904 4.126
C -1.341 -1.913 2.637
S 0.051 -1.147 3.171
C -5.048 -3.458 1.206
C -5.507 -2.613 0.015
C -4.919 -4.917 0.754
C -6.065 -3.341 2.350
N -1.089 1.096 1.386
N -2.424 1.181 1.385
C -3.112 2.126 1.958
C -2.338 3.130 2.608
C -0.971 3.086 2.632
C -0.139 4.072 3.356
C -0.281 2.014 1.942
S 1.379 1.950 1.825
C -4.615 2.131 1.914
C -5.170 2.302 3.337
C -5.112 0.809 1.329
C -5.048 3.301 1.012
C -1.115 -1.352 -1.181
S 0.037 -2.216 -0.304
C -4.135 0.735 -3.307
C -5.168 -0.295 -3.790
C -3.522 1.437 -4.526
C -4.828 1.773 -2.429
H -0.822 -2.889 -4.234
H -0.729 -3.719 -2.671
H 0.511 -2.566 -3.105
H -2.544 -1.263 -4.240
H -3.320 -4.632 3.082
H -1.368 -4.848 4.421
H -0.732 -3.298 5.011
H 0.049 -4.101 3.663
H -4.749 -2.612 -0.762
H -5.694 -1.588 0.310
H -6.423 -3.028 -0.392
H -4.125 -5.015 0.016
H -5.851 -5.237 0.298
H -4.708 -5.582 1.587
H -6.213 -2.300 2.628
H -5.730 -3.885 3.229
H -7.021 -3.749 2.038
H -2.849 3.933 3.112
H -0.739 4.852 3.811
H 0.590 4.510 2.677
H 0.437 3.561 4.129
H -4.698 1.599 4.020
H -6.238 2.104 3.335
H -5.021 3.309 3.719
H -4.816 -0.021 1.967
H -4.697 0.647 0.338
H -6.196 0.819 1.262
H -4.771 4.262 1.440
H -6.128 3.282 0.885
H -4.590 3.211 0.030
H -4.740 -0.973 -4.525
H -5.999 0.225 -4.259
H -5.550 -0.882 -2.959
H -2.993 0.740 -5.168
H -2.840 2.225 -4.217
H -4.321 1.885 -5.110
H -5.320 1.295 -1.590
H -5.578 2.298 -3.013
H -4.108 2.497 -2.058
F 7.212 -0.731 -5.657
C 6.523 -0.566 -4.521
C 7.111 0.113 -3.466
C 6.391 0.262 -2.296
C 5.108 -0.247 -2.188
C 4.537 -0.918 -3.256
C 5.241 -1.082 -4.437
Sb 4.155 -0.146 -0.266
C 5.574 -1.499 0.640
C 6.687 -1.142 1.383
C 7.515 -2.113 1.923
C 7.221 -3.445 1.689
F 8.007 -4.391 2.216
C 6.123 -3.827 0.935
C 5.298 -2.844 0.420
C 4.709 1.913 0.107
C 5.564 2.374 1.097
C 5.859 3.724 1.193
C 5.268 4.605 0.306
F 5.542 5.912 0.399
C 4.376 4.175 -0.662
C 4.105 2.825 -0.751
H 8.112 0.502 -3.570
H 6.834 0.779 -1.457
H 3.535 -1.321 -3.168
H 4.821 -1.607 -5.282
H 6.935 -0.102 1.541
H 8.391 -1.851 2.496
H 5.934 -4.873 0.757
H 4.429 -3.125 -0.170
H 6.009 1.692 1.807
H 6.545 4.098 1.938
H 3.927 4.894 -1.329
H 3.414 2.462 -1.499
C 4.798 -0.644 4.409
S 3.234 -1.382 3.835
C 3.812 -3.114 3.799
O 3.175 -0.984 2.380
H 5.600 -0.935 3.738
H 4.989 -0.987 5.419
H 4.680 0.436 4.402
H 4.010 -3.431 4.816
H 4.704 -3.195 3.188
H 3.025 -3.726 3.371
C -0.771 4.206 -2.222
C 0.426 3.361 -1.839
S 0.035 1.581 -2.106
O 1.066 0.840 -1.306
C 0.518 1.400 -3.884
C 1.943 1.799 -4.200
H -0.599 5.247 -1.960
H -1.657 3.861 -1.693
H -0.959 4.161 -3.292
H 0.639 3.438 -0.772
H 1.318 3.636 -2.394
H -0.220 1.980 -4.439
H 0.362 0.342 -4.100
H 2.095 2.874 -4.150
H 2.203 1.494 -5.212
H 2.630 1.303 -3.513

---

No. 2
The following is a DFT calculation (wB97M-V/def2-TZVPD) of a molecular structure, C51H70AuGeN5P3.

Results
Spin multiplicity ... 2
<S²> ... 0.787
Total charge ... +2
E_HOMO (alpha / beta) ... -10.8 / -10.8 eV
HOMO-LUMO gap (alpha / beta) ... 2.58 / 2.46 eV
F_max ... 2.67 eV Å⁻¹

Positions of all 131 atoms, in Å:
Au -0.083 1.248 0.987
C -2.484 3.653 2.346
C -3.000 2.295 2.817
C -4.496 2.361 3.111
P -2.452 0.992 1.593
C -3.119 1.537 -0.047
N -2.686 0.670 -1.098
Ge -0.576 0.228 -1.355
N -0.568 -1.684 -1.007
C -0.461 -2.230 0.295
P 1.231 -2.932 0.924
C 0.764 -4.590 1.683
C -0.608 -4.656 2.355
C 0.949 -5.764 0.725
C 1.449 -1.913 2.521
C 1.861 -2.696 3.765
C 2.513 -0.852 2.243
C -0.575 -2.465 -2.123
C -0.135 -3.791 -2.157
C -0.066 -4.473 -3.352
C -0.421 -3.848 -4.540
C -0.871 -2.535 -4.526
C -0.985 -1.858 -3.325
N -1.558 -0.541 -3.211
C -2.987 -0.605 -3.060
C -3.797 -1.330 -3.913
C -5.178 -1.234 -3.828
C -5.743 -0.378 -2.891
C -4.950 0.296 -1.991
C -3.546 0.162 -2.006
C -1.106 0.324 -4.260
C -1.838 0.700 -5.366
C -1.254 1.501 -6.339
C 0.063 1.924 -6.200
C 0.792 1.595 -5.080
C 0.213 0.803 -4.075
N 0.783 0.443 -2.905
C 2.098 0.883 -2.561
P 2.681 -0.166 -1.147
C 4.373 0.604 -0.841
C 4.184 1.898 -0.056
C 5.211 0.865 -2.090
C 2.989 -1.837 -1.981
C 4.188 -2.530 -1.341
C 3.072 -1.855 -3.503
C -3.302 -0.631 1.955
C -4.796 -0.704 1.660
C -2.955 -1.015 3.392
H -2.457 4.354 3.177
H -3.150 4.063 1.591
H -1.474 3.576 1.941
H -2.469 2.022 3.739
H -5.077 2.514 2.204
H -4.683 3.210 3.767
H -4.849 1.470 3.622
H -2.714 2.548 -0.197
H -4.209 1.609 0.019
H -1.167 -3.060 0.411
H -0.700 -1.421 0.996
H 1.543 -4.702 2.443
H -1.388 -4.887 1.631
H -0.869 -3.730 2.866
H -0.601 -5.458 3.090
H 0.126 -5.856 0.020
H 0.985 -6.687 1.299
H 1.883 -5.678 0.174
H 0.488 -1.420 2.727
H 2.806 -3.214 3.613
H 1.104 -3.411 4.076
H 2.002 -1.998 4.591
H 3.428 -1.330 1.897
H 2.749 -0.293 3.147
H 2.178 -0.146 1.481
H 0.183 -4.259 -1.241
H 0.279 -5.496 -3.364
H -0.355 -4.381 -5.475
H -1.132 -2.043 -5.452
H -3.357 -1.965 -4.665
H -5.805 -1.796 -4.502
H -6.813 -0.245 -2.861
H -5.433 0.938 -1.270
H -2.858 0.371 -5.482
H -1.825 1.783 -7.209
H 0.511 2.530 -6.971
H 1.808 1.944 -4.982
H 2.115 1.931 -2.225
H 2.773 0.779 -3.413
H 4.900 -0.113 -0.201
H 3.668 2.641 -0.660
H 5.151 2.316 0.217
H 3.612 1.737 0.856
H 4.793 1.675 -2.682
H 5.312 -0.016 -2.717
H 6.212 1.164 -1.783
H 2.093 -2.406 -1.702
H 5.125 -2.055 -1.620
H 4.227 -3.566 -1.671
H 4.101 -2.528 -0.254
H 3.926 -1.299 -3.880
H 2.161 -1.470 -3.957
H 3.184 -2.890 -3.824
H -2.803 -1.332 1.274
H -5.369 0.051 2.186
H -5.163 -1.678 1.981
H -4.987 -0.616 0.593
H -3.510 -0.412 4.107
H -1.891 -0.869 3.583
H -3.196 -2.060 3.580
C 3.308 5.724 0.632
C 3.542 5.330 1.943
C 2.796 4.322 2.510
C 1.780 3.678 1.771
C 1.594 4.053 0.427
C 2.335 5.073 -0.123
N 1.015 2.690 2.301
C 0.661 2.705 3.612
C 0.581 3.896 4.368
C 0.169 3.871 5.681
C -0.198 2.671 6.276
C -0.163 1.492 5.536
C 0.244 1.506 4.224
H 3.891 6.518 0.191
H 4.317 5.811 2.518
H 3.022 3.978 3.508
H 0.817 3.546 -0.137
H 2.150 5.380 -1.140
H 0.783 4.839 3.883
H 0.125 4.788 6.247
H -0.526 2.658 7.303
H -0.470 0.565 5.997
H 0.288 0.594 3.647